Formula: C42H106N4O20P4
Source: the OMol25 dataset
Level of theory: ωB97M-V with the def2-TZVPD basis set

DFT total energy: -129301.1589 eV
Orbital gap: 0.1618 Ha

Last column: Löwdin charge in e.
Geometry (Å):
1 C 0.8503 -1.5561 -0.7735  -0.15
2 C 0.8483 -3.0454 -1.1460  -0.19
3 C 1.3098 -3.1469 -2.6830  -0.13
4 C 1.8331 -4.5706 -3.1979  -0.21
5 C 0.8653 -5.6551 -2.8975  -0.27
6 C -0.5531 -5.4577 -3.5131  -0.10
7 H 1.7025 -1.0266 -1.1995  0.12
8 H 1.1752 -1.5216 0.2664  0.05
9 H -0.0274 -0.9568 -1.0156  0.05
10 H 1.6298 -3.5677 -0.5942  0.11
11 H -0.1413 -3.4970 -1.0765  0.07
12 H 1.9986 -2.3621 -2.9956  0.10
13 H 0.5007 -2.8460 -3.3485  0.07
14 H 1.9834 -4.4643 -4.2722  0.10
15 H 2.8344 -4.9396 -2.9756  0.10
16 H 1.1773 -6.5975 -3.3476  0.10
17 H 0.8529 -5.8806 -1.8311  0.10
18 H -0.4327 -5.1024 -4.5365  0.08
19 H -1.1124 -6.3926 -3.4777  0.09
20 H -1.1466 -4.7479 -2.9369  0.02
21 C -3.8708 -0.3786 -2.5217  -0.07
22 C -3.1859 -1.4888 -1.6441  -0.18
23 C -1.8985 -2.1168 -2.2812  -0.17
24 C -2.0768 -2.7390 -3.6881  -0.22
25 C -2.9082 -3.9519 -3.8797  -0.29
26 C -2.9498 -4.4024 -5.3492  -0.09
27 H -3.9462 -0.3998 -3.6088  0.08
28 H -3.2004 0.4807 -2.5043  0.01
29 H -4.9101 -0.2414 -2.2230  0.06
30 H -2.8442 -1.0756 -0.6951  0.02
31 H -3.8510 -2.2858 -1.3116  0.11
32 H -1.3811 -2.8092 -1.6171  0.08
33 H -1.1619 -1.3302 -2.4446  0.09
34 H -2.3026 -1.9675 -4.4243  0.12
35 H -1.0731 -2.9557 -4.0538  0.08
36 H -2.6613 -4.7077 -3.1340  0.08
37 H -3.9367 -3.7712 -3.5671  0.11
38 H -3.0952 -3.6546 -6.1288  0.08
39 H -2.0932 -4.9864 -5.6859  0.05
40 H -3.7292 -5.1499 -5.4973  0.07
41 C 3.8082 -3.5662 2.3674  -0.11
42 C 3.2373 -2.4436 1.5619  -0.18
43 C 3.1017 -1.0785 2.4267  -0.17
44 C 4.1532 -0.6891 3.4759  -0.19
45 C 5.4922 -0.3249 2.9023  -0.23
46 C 6.2977 0.7139 3.7987  -0.10
47 H 3.5353 -4.4935 1.8636  0.08
48 H 3.3186 -3.5380 3.3409  0.01
49 H 4.8718 -3.3362 2.4286  0.09
50 H 3.7775 -2.3583 0.6190  0.11
51 H 2.2798 -2.7188 1.1199  0.06
52 H 2.1516 -1.2455 2.9341  0.06
53 H 2.7279 -0.3238 1.7346  0.05
54 H 3.6537 0.1392 3.9783  0.13
55 H 4.3660 -1.4654 4.2109  0.07
56 H 6.2319 -1.0079 2.4845  0.11
57 H 5.2599 0.3644 2.0905  0.09
58 H 7.1681 1.0108 3.2137  0.06
59 H 5.6918 1.5768 4.0751  0.07
60 H 6.5870 0.1683 4.6969  0.06
61 C -2.0439 0.3770 2.8496  0.03
62 C -2.5286 1.8172 3.0071  -0.41
63 O -1.7856 2.7665 2.7024  -0.13
64 N -3.7599 2.0394 3.4040  0.04
65 C -4.3438 3.3185 3.7479  -0.05
66 H -2.7294 -0.4269 3.1174  0.08
67 H -1.0644 0.1951 3.2920  0.08
68 H -1.9493 0.0908 1.8021  0.05
69 H -4.3322 1.2359 3.6206  0.13
70 H -5.4179 3.3994 3.5808  0.08
71 H -3.9755 4.1219 3.1100  0.10
72 H -4.3322 3.5595 4.8109  0.09
73 C -0.7352 -2.4088 1.1192  0.02
74 C -2.0362 -1.6229 1.1987  -0.41
75 O -2.1886 -0.6007 0.4742  -0.12
76 N -2.9885 -2.1563 1.9235  0.09
77 C -4.3413 -1.6022 1.9132  0.00
78 H -0.0305 -2.1549 1.9110  0.05
79 H -0.2644 -2.2762 0.1451  0.02
80 H -0.9089 -3.4847 1.0993  0.13
81 H -2.8023 -2.9043 2.5762  0.17
82 H -4.6381 -1.2535 0.9240  0.07
83 H -4.3098 -0.7581 2.6022  0.07
84 H -5.1028 -2.3292 2.1955  0.11
85 C -2.6574 2.4664 0.4849  0.04
86 C -3.3193 2.6103 -0.8361  -0.47
87 O -2.8037 3.1989 -1.7921  -0.02
88 N -4.4070 1.8941 -1.0673  0.07
89 C -4.9770 0.9248 -0.1126  -0.06
90 H -3.3431 2.9153 1.2035  0.11
91 H -1.8093 3.1203 0.6882  0.09
92 H -2.5318 1.4192 0.7601  0.09
93 H -4.7673 1.8995 -2.0108  0.16
94 H -4.2425 0.3140 0.4123  0.03
95 H -5.5176 0.1021 -0.5805  0.08
96 H -5.4934 1.4407 0.6969  0.09
97 C -1.2267 0.4682 -1.4915  -0.07
98 C -0.2070 0.7563 -0.3187  -0.43
99 O 0.6728 1.5705 -0.5845  0.02
100 N -0.2399 0.0588 0.8130  0.02
101 C 0.6206 0.1194 2.0490  -0.10
102 H -1.9120 1.3090 -1.5992  0.04
103 H -1.6975 -0.5089 -1.3838  0.03
104 H -0.7302 0.4927 -2.4616  0.06
105 H -1.1328 -0.4083 0.8812  -0.12
106 H 1.5921 -0.3720 1.9950  0.02
107 H 0.2874 -0.3990 2.9481  -0.03
108 H 0.6484 1.1626 2.3636  0.09
109 C -0.6414 3.1760 -6.9307  -0.12
110 O -1.7463 2.2682 -6.7481  -0.24
111 P -2.7713 2.5512 -5.4603  0.50
112 O -3.8300 1.5602 -5.3982  -0.22
113 O -1.8970 2.5615 -4.0668  -0.16
114 C -1.8322 1.4500 -3.2156  -0.22
115 O -3.1968 4.0935 -5.6804  -0.20
116 C -3.2169 4.6968 -6.9798  -0.12
117 H -0.8011 3.7969 -7.8122  0.07
118 H 0.3492 2.7282 -7.0104  0.09
119 H -0.6368 3.9060 -6.1212  0.08
120 H -2.1474 0.5567 -3.7548  0.12
121 H -2.4928 1.6015 -2.3620  0.03
122 H -0.8368 1.1133 -2.9258  0.06
123 H -4.2300 5.0680 -7.1347  0.09
124 H -2.9353 4.1855 -7.9003  0.09
125 H -2.6045 5.5984 -6.9947  0.09
126 C 2.2064 -5.3905 3.9911  -0.11
127 O 2.1007 -3.9881 4.0667  -0.30
128 P 1.0780 -3.2589 5.2126  0.61
129 O -0.1107 -4.0998 5.5318  -0.23
130 O 2.1228 -2.9714 6.4194  -0.20
131 C 3.3099 -2.2275 6.3872  -0.11
132 O 0.7757 -1.7232 4.6604  -0.12
133 C 0.1018 -1.5946 3.4780  -0.30
134 H 3.1587 -5.7708 3.6218  0.09
135 H 1.4663 -5.8973 3.3718  0.10
136 H 2.0046 -5.8341 4.9661  0.09
137 H 3.1650 -1.4084 7.0916  0.10
138 H 3.6414 -1.7801 5.4502  0.04
139 H 4.2177 -2.7921 6.5999  0.10
140 H -0.8312 -1.0311 3.4905  0.09
141 H -0.2920 -2.5826 3.2397  0.10
142 H 0.7899 -1.3042 2.6840  0.03
143 C 1.1798 6.7520 2.4281  -0.09
144 O 0.2153 6.1903 1.5485  -0.22
145 P 0.5875 5.0176 0.5597  0.50
146 O 1.8501 5.3010 -0.2319  -0.30
147 O 0.7616 3.7510 1.5253  -0.21
148 C -0.2669 3.1121 2.0538  -0.34
149 O -0.6744 4.7732 -0.3625  -0.19
150 C -0.5068 4.2526 -1.7366  -0.05
151 H 1.6088 7.7191 2.1661  0.09
152 H 2.0002 6.0381 2.5016  0.08
153 H 0.6014 6.9041 3.3394  0.08
154 H -0.5275 2.3769 1.2925  0.08
155 H -1.1434 3.7567 2.1199  0.09
156 H -0.0482 2.4809 2.9152  0.14
157 H 0.4470 3.7729 -1.9560  0.08
158 H -0.5737 5.0863 -2.4357  0.09
159 H -1.3250 3.5602 -1.9344  0.01
160 C 4.2967 2.0849 -1.8069  -0.19
161 O 4.8840 2.6215 -0.7129  -0.24
162 P 4.1105 3.7924 0.1954  0.61
163 O 3.2961 4.7573 -0.6314  -0.28
164 O 3.2557 3.0215 1.3445  -0.18
165 C 2.3716 1.9603 1.0103  -0.12
166 O 5.3566 4.5361 0.9443  -0.20
167 C 6.4581 3.8403 1.4741  -0.14
168 H 4.1678 1.0071 -1.7084  0.08
169 H 4.9213 2.3745 -2.6520  0.09
170 H 3.3013 2.4449 -2.0674  0.08
171 H 2.7877 1.0414 1.4233  0.07
172 H 2.3003 1.8800 -0.0744  0.08
173 H 1.3171 2.0339 1.2763  0.04
174 H 7.1639 3.5242 0.7059  0.08
175 H 6.2920 2.8804 1.9629  0.06
176 H 7.1158 4.4815 2.0609  0.09

***

Formula: C42H107N7O15
Source: the OMol25 dataset
Level of theory: ωB97M-V with the def2-TZVPD basis set

DFT total energy: -86419.4569 eV
ΔE to the lowest compared entry with this formula, charge and spin: 63.61 kcal/mol
SMILES string: COCCNCCOC.COCCNCCOC.COCCNCCOC.COCCNCCOC.COCCNCCOC.COCCNCCOC.COCCNCCOC.O
Orbital gap: 0.3285 Ha

Last column: Löwdin charge in e.
Geometry (Å):
1 C 1.1009 0.8696 2.9807  -0.09
2 O 2.1258 1.8000 3.3073  -0.20
3 C 1.6423 3.1057 3.5091  -0.21
4 C 2.8930 3.9727 3.3336  -0.18
5 N 3.7569 3.7567 4.5006  -0.05
6 C 5.1153 4.3569 4.5244  -0.16
7 C 5.0627 5.9211 4.2235  -0.23
8 O 4.3103 6.5138 5.2658  -0.20
9 C 4.0459 7.9541 5.0991  -0.08
10 H 1.5358 -0.1255 2.8876  0.08
11 H 0.6671 0.9513 1.9840  0.06
12 H 0.2453 0.9366 3.6527  0.08
13 H 1.1209 3.2029 4.4614  0.13
14 H 0.8447 3.3505 2.8077  0.09
15 H 2.5767 5.0059 3.1898  0.11
16 H 3.3617 3.6909 2.3907  0.10
17 H 3.9667 2.7841 4.6740  0.10
18 H 5.8045 3.9012 3.8134  0.10
19 H 5.5445 4.2827 5.5236  0.11
20 H 4.6449 6.1954 3.2549  0.10
21 H 6.0751 6.3251 4.2283  0.11
22 H 3.0575 8.1486 4.6827  0.07
23 H 4.6591 8.5074 4.3878  0.08
24 H 4.0611 8.3865 6.0996  0.08
25 C 5.2964 -3.2796 3.5691  -0.10
26 O 3.9347 -3.3341 3.0322  -0.16
27 C 3.8547 -2.4389 1.9369  -0.24
28 C 4.3901 -1.0226 2.0615  -0.23
29 N 4.0553 -0.1620 0.9464  -0.05
30 C 4.4852 1.2374 1.1135  -0.16
31 C 4.0341 2.0733 -0.1132  -0.17
32 O 4.6307 3.3855 -0.0208  -0.20
33 C 3.9142 4.4164 -0.6085  -0.13
34 H 5.5578 -2.3781 4.1234  0.08
35 H 6.1060 -3.4723 2.8652  0.09
36 H 5.4732 -4.0568 4.3127  0.08
37 H 2.7992 -2.4744 1.6670  0.10
38 H 4.2641 -2.8427 1.0110  0.11
39 H 5.4794 -1.0275 2.1005  0.11
40 H 4.1324 -0.5502 3.0094  0.11
41 H 3.0904 -0.3270 0.6979  0.07
42 H 5.5730 1.2407 1.1832  0.12
43 H 4.0919 1.6812 2.0281  0.09
44 H 2.9498 2.1769 -0.0721  0.09
45 H 4.2966 1.6238 -1.0708  0.12
46 H 4.1577 4.4840 -1.6688  0.09
47 H 4.0970 5.4002 -0.1762  0.08
48 H 2.8496 4.2734 -0.4232  0.07
49 C -0.3014 -1.1841 5.8869  -0.09
50 O -0.7390 -1.5771 4.5321  -0.21
51 C 0.0967 -2.7052 4.0827  -0.17
52 C -0.4256 -3.2539 2.6957  -0.19
53 N -1.6786 -3.9963 2.8168  -0.06
54 C -2.8681 -3.1570 2.7406  -0.21
55 C -4.0999 -4.0145 2.6045  -0.20
56 O -5.2585 -3.1522 2.7342  -0.19
57 C -6.4770 -3.7684 2.3559  -0.11
58 H -0.7560 -0.2280 6.1464  0.08
59 H 0.7572 -0.9950 6.0650  0.08
60 H -0.6003 -1.9382 6.6148  0.08
61 H 0.1145 -3.5743 4.7403  0.11
62 H 1.1091 -2.3118 3.9910  0.10
63 H 0.2999 -3.9816 2.3322  0.10
64 H -0.4458 -2.4651 1.9436  0.09
65 H -1.5928 -4.3960 3.7404  0.10
66 H -2.7621 -2.4889 1.8860  0.10
67 H -2.8435 -2.5746 3.6617  0.12
68 H -4.0683 -4.8193 3.3389  0.12
69 H -4.0778 -4.5399 1.6498  0.11
70 H -6.7214 -4.4717 3.1520  0.08
71 H -6.3949 -4.2991 1.4074  0.07
72 H -7.2915 -3.0478 2.2835  0.09
73 C 3.6761 -1.8430 -1.7694  -0.10
74 O 3.0763 -2.4514 -2.9293  -0.20
75 C 3.8475 -2.1370 -4.0947  -0.19
76 C 3.4835 -3.1091 -5.2656  -0.23
77 N 2.0936 -3.2208 -5.4039  -0.07
78 C 1.6514 -4.3379 -6.2236  -0.20
79 C 1.6178 -5.6439 -5.4879  -0.25
80 O 0.7584 -5.5545 -4.3649  -0.20
81 C 0.5301 -6.8553 -3.7837  -0.08
82 H 3.1256 -2.0604 -0.8542  0.05
83 H 3.8685 -0.7724 -1.8403  0.08
84 H 4.6012 -2.3724 -1.5412  0.09
85 H 4.9217 -1.9816 -3.9942  0.12
86 H 3.5786 -1.1460 -4.4606  0.10
87 H 3.8355 -4.1277 -5.1026  0.11
88 H 4.0049 -2.7659 -6.1592  0.12
89 H 1.6646 -3.1680 -4.4910  0.09
90 H 2.2244 -4.4392 -7.1452  0.12
91 H 0.6466 -4.1004 -6.5732  0.12
92 H 2.6282 -6.0135 -5.3128  0.12
93 H 1.2278 -6.4100 -6.1581  0.12
94 H -0.2626 -6.6611 -3.0613  0.08
95 H 1.4792 -7.2229 -3.3935  0.09
96 H 0.2768 -7.6074 -4.5308  0.08
97 C 1.4015 0.8122 -3.2428  -0.08
98 O 1.4143 1.7573 -2.1143  -0.20
99 C 0.0087 1.9487 -1.6594  -0.15
100 C 0.0121 3.0285 -0.5130  -0.14
101 N -1.4310 3.2312 -0.1912  -0.06
102 C -1.6258 4.0433 0.9987  -0.20
103 C -1.2956 5.4922 0.8707  -0.24
104 O 0.0796 5.6895 0.8689  -0.17
105 C 0.3687 7.0028 0.9370  -0.16
106 H 1.1902 -0.1993 -2.8959  0.06
107 H 2.3790 0.7970 -3.7248  0.07
108 H 0.7468 1.0099 -4.0915  0.09
109 H -0.2397 0.9611 -1.2708  0.08
110 H -0.7900 2.1529 -2.3725  0.12
111 H 0.4224 3.9872 -0.8303  0.11
112 H 0.6384 2.6848 0.3103  0.10
113 H -1.9050 2.3664 0.0266  0.05
114 H -1.1999 3.6757 1.9323  0.11
115 H -2.7023 3.9283 1.1245  0.13
116 H -1.8439 6.0536 1.6273  0.13
117 H -1.7193 5.8667 -0.0611  0.13
118 H -0.0295 7.6609 0.1647  0.09
119 H 1.4229 7.0759 0.6699  0.09
120 H 0.2918 7.4600 1.9235  0.09
121 C 0.2466 -3.7434 -1.1579  -0.06
122 O -0.7170 -2.6841 -1.1917  -0.22
123 C -1.1653 -2.4230 -2.4934  -0.20
124 C -2.0006 -3.5362 -3.1754  -0.16
125 N -3.1162 -4.0132 -2.3595  -0.06
126 C -4.2538 -3.1786 -2.3121  -0.25
127 C -5.3588 -3.8062 -1.4971  -0.26
128 O -6.5296 -3.0585 -1.5356  -0.17
129 C -7.5157 -3.5589 -2.4941  -0.07
130 H -0.2651 -4.6701 -1.4179  0.08
131 H 0.5917 -3.9061 -0.1369  0.08
132 H 1.0940 -3.6772 -1.8404  0.09
133 H -0.2677 -2.2141 -3.0755  0.11
134 H -1.7506 -1.5041 -2.5283  0.11
135 H -1.4029 -4.4226 -3.3878  0.09
136 H -2.5021 -3.1794 -4.0750  0.12
137 H -2.7777 -4.0904 -1.4110  0.10
138 H -4.6491 -3.0506 -3.3198  0.12
139 H -4.0512 -2.1906 -1.8988  0.11
140 H -4.8616 -3.7548 -0.5285  0.10
141 H -5.4000 -4.8728 -1.7181  0.13
142 H -7.1061 -3.4698 -3.5002  0.08
143 H -8.3007 -2.8140 -2.6248  0.08
144 H -7.8812 -4.5739 -2.3378  0.09
145 C -4.9496 4.6208 -5.2804  -0.15
146 O -4.9346 3.4382 -4.5829  -0.17
147 C -5.5348 3.4692 -3.2796  -0.18
148 C -4.5472 3.7714 -2.0703  -0.17
149 N -3.7621 2.5822 -1.7535  -0.07
150 C -4.5955 1.5832 -1.1268  -0.20
151 C -3.7867 0.4961 -0.4007  -0.21
152 O -3.0735 1.1467 0.5894  -0.22
153 C -2.4198 0.3097 1.5406  -0.05
154 H -5.9631 4.9506 -5.5089  0.09
155 H -4.3989 4.5647 -6.2194  0.09
156 H -4.3881 5.3787 -4.7341  0.08
157 H -6.0197 2.5372 -2.9892  0.10
158 H -6.3565 4.1716 -3.1402  0.11
159 H -5.1073 3.9189 -1.1469  0.10
160 H -3.8225 4.5316 -2.3617  0.12
161 H -2.9327 2.8226 -1.2296  0.04
162 H -5.1291 1.0438 -1.9093  0.11
163 H -5.3210 2.0562 -0.4649  0.12
164 H -3.0820 -0.0206 -1.0523  0.11
165 H -4.4343 -0.3114 -0.0593  0.12
166 H -3.0659 -0.1833 2.2669  0.10
167 H -1.6757 0.9107 2.0633  0.07
168 H -1.7076 -0.3177 1.0047  0.08
169 O 0.9535 -0.9038 0.1497  -0.03
170 H 0.6518 -0.4030 -0.6082  0.01
171 H 0.4873 -1.7375 0.0875  -0.01